No. 1
{
  "formula": "C5H7F3O3S",
  "method": "ωB97M-V with the def2-TZVPD basis set",
  "gap_ha": 0.338,
  "smiles": "CC(C)=COS(=O)(=O)C(F)(F)F",
  "total_energy_ev": -30426.2148,
  "total_charge": 0,
  "homo_energy_ev": -9.09,
  "elements": ["C", "C", "C", "C", "O", "S", "O", "O", "C", "F", "F", "F", "H", "H", "H", "H", "H", "H", "H"],
  "positions_angstrom": [[-0.432, 1.084, 2.809], [-0.656, 0.399, 1.490], [-2.048, 0.018, 1.063], [0.379, 0.096, 0.656], [0.181, -0.467, -0.584], [1.554, -0.804, -1.553], [2.065, -2.137, -1.251], [2.571, 0.216, -1.205], [0.977, -0.617, -3.337], [0.128, -1.591, -3.739], [2.043, -0.709, -4.184], [0.362, 0.572, -3.560], [0.577, 1.512, 2.904], [-0.597, 0.342, 3.642], [-1.183, 1.854, 2.924], [-2.521, -0.628, 1.813], [-2.646, 0.917, 1.023], [-2.128, -0.440, 0.095], [1.373, 0.381, 0.993]],
  "forces_ev_per_a": [[0.067, -1.184, 0.412], [1.180, -1.203, -2.318], [-0.139, 0.388, 1.047], [-0.580, 1.580, 2.641], [1.258, -1.168, -3.011], [3.652, 0.691, 5.384], [-2.161, 1.365, -1.582], [-2.769, -1.154, -1.857], [-1.069, 0.157, -2.915], [0.692, 0.763, 1.212], [-0.856, 0.312, 1.844], [0.924, -1.269, 0.848], [-0.392, -0.164, -0.048], [0.195, 0.746, -0.660], [-0.075, 0.356, 0.129], [0.079, 0.006, -0.131], [-0.386, 0.393, 0.037], [0.275, -0.325, -0.333], [0.105, -0.291, -0.699]]
}



No. 2
{
  "formula": "C3H10N3",
  "method": "ωB97M-V with the def2-TZVPD basis set",
  "gap_ha": 0.287,
  "total_energy_ev": -7735.4119,
  "total_charge": 1,
  "homo_energy_ev": -12.34,
  "elements": ["C", "N", "H", "H", "H", "H", "C", "C", "N", "N", "H", "H", "H", "H", "H", "H"],
  "positions_angstrom": [[-0.580, 1.559, 1.724], [0.326, 0.653, 1.768], [-1.464, 1.327, 1.147], [-0.384, 2.511, 2.194], [1.131, 0.902, 2.323], [0.067, -0.337, 1.210], [0.570, -0.232, -1.195], [-0.374, -1.157, -0.876], [-0.826, -1.251, 0.471], [0.925, 0.246, -2.477], [1.157, 0.269, -0.431], [-0.952, -1.696, -1.649], [-0.622, -2.201, 0.773], [-1.794, -0.936, 0.668], [1.035, -0.505, -3.175], [1.786, 0.849, -2.475]],
  "forces_ev_per_a": [[1.304, -0.990, -0.214], [-0.951, 1.078, 0.341], [-0.265, 0.300, 0.026], [-0.409, 0.154, 0.071], [0.504, -0.301, 0.035], [-0.579, 0.075, 0.300], [-0.200, -0.123, -0.781], [0.136, 1.551, -2.044], [0.872, -0.323, 0.954], [1.255, -0.745, 0.309], [-0.437, 0.016, 0.126], [0.446, 0.350, 0.428], [-0.815, 0.122, 0.541], [0.740, -0.863, -0.483], [-0.304, 0.759, 0.341], [-1.298, -1.060, 0.050]]
}



No. 3
{
  "formula": "C15H39BBrNO10S",
  "method": "ωB97M-V with the def2-TZVPD basis set",
  "gap_ha": 0.350,
  "total_energy_ev": -119705.3423,
  "total_charge": 0,
  "homo_energy_ev": -9.37,
  "elements": ["C", "C", "C", "Br", "O", "S", "O", "O", "B", "N", "O", "H", "H", "H", "H", "H", "H", "H", "H", "H", "C", "O", "C", "C", "O", "C", "H", "H", "H", "H", "H", "H", "H", "H", "H", "H", "C", "O", "C", "C", "O", "C", "H", "H", "H", "H", "H", "H", "H", "H", "H", "H", "C", "O", "C", "C", "O", "C", "H", "H", "H", "H", "H", "H", "H", "H", "H", "H"],
  "positions_angstrom": [[1.352, -3.086, -0.963], [0.654, -4.014, -1.984], [1.697, -4.717, -2.811], [2.737, -5.890, -1.627], [1.149, -5.577, -3.786], [0.957, -4.845, -5.250], [-0.104, -5.564, -5.844], [2.278, -5.383, -6.058], [3.479, -4.721, -5.712], [3.675, -3.303, -5.801], [4.520, -5.501, -5.256], [2.354, -2.843, -1.305], [1.496, -3.610, -0.031], [0.760, -2.196, -0.801], [0.094, -4.736, -1.405], [-0.003, -3.420, -2.611], [2.374, -3.973, -3.222], [2.838, -2.818, -6.104], [3.928, -2.944, -4.888], [4.247, -5.868, -4.395], [3.386, -1.053, 1.251], [3.445, -2.375, 1.757], [4.767, -2.810, 2.038], [5.079, -2.731, 3.516], [5.102, -1.389, 3.977], [3.920, -1.013, 4.659], [2.348, -0.724, 1.287], [3.994, -0.363, 1.841], [3.726, -1.040, 0.209], [5.495, -2.231, 1.463], [4.838, -3.854, 1.718], [6.076, -3.148, 3.687], [4.362, -3.325, 4.090], [3.894, -1.465, 5.656], [3.024, -1.304, 4.106], [3.931, 0.071, 4.768], [-1.398, 3.238, 1.869], [-0.836, 3.617, 0.623], [0.488, 3.146, 0.437], [0.526, 1.923, -0.452], [-0.106, 0.809, 0.165], [-1.415, 0.581, -0.330], [-2.469, 3.433, 1.825], [-1.243, 2.178, 2.081], [-0.961, 3.838, 2.674], [0.962, 2.933, 1.400], [1.053, 3.949, -0.046], [1.571, 1.645, -0.626], [0.069, 2.139, -1.422], [-1.372, 0.139, -1.332], [-1.999, 1.503, -0.366], [-1.905, -0.122, 0.341], [-6.866, 4.007, -0.539], [-7.432, 5.008, 0.289], [-7.444, 4.658, 1.663], [-6.320, 5.328, 2.422], [-5.049, 4.853, 2.006], [-4.383, 5.738, 1.121], [-6.686, 4.449, -1.517], [-5.919, 3.639, -0.138], [-7.563, 3.170, -0.651], [-7.393, 3.572, 1.786], [-8.398, 5.000, 2.075], [-6.421, 5.088, 3.485], [-6.381, 6.415, 2.314], [-3.996, 6.602, 1.672], [-5.039, 6.085, 0.319], [-3.544, 5.201, 0.681]],
  "forces_ev_per_a": [[-0.181, -0.510, -0.409], [0.673, 0.448, 0.954], [-0.471, -0.439, 0.632], [0.228, 0.173, -0.271], [0.256, 0.151, -0.358], [0.710, 0.502, -0.301], [-1.240, -0.639, -0.555], [-0.219, 0.448, 0.782], [0.895, -0.228, -0.213], [-1.271, -0.392, 0.306], [-0.392, 0.336, 0.857], [0.119, 0.436, -0.082], [-0.018, 0.013, 0.358], [0.058, 0.291, 0.145], [-0.462, -0.283, -0.305], [-0.155, -0.133, -0.372], [0.312, -0.104, -0.224], [0.180, 0.210, -0.107], [0.664, 0.283, -0.313], [0.330, -0.513, -0.483], [-0.064, -0.063, -0.072], [0.013, 0.143, 0.070], [-0.206, -0.229, -0.024], [0.289, 0.140, 0.013], [-0.162, 0.000, -0.040], [0.065, 0.008, 0.041], [-0.028, -0.072, -0.035], [0.039, -0.023, -0.002], [0.028, 0.123, 0.008], [0.017, 0.042, 0.030], [0.035, 0.002, 0.001], [-0.017, -0.041, -0.006], [-0.046, -0.003, -0.025], [-0.069, -0.011, -0.005], [-0.006, -0.011, 0.001], [0.052, 0.001, 0.003], [-0.007, 0.101, 0.006], [-0.063, -0.161, 0.054], [-0.093, 0.246, -0.201], [0.237, -0.235, 0.207], [-0.113, 0.097, -0.104], [0.032, -0.112, 0.028], [0.004, 0.048, 0.001], [0.035, -0.005, -0.020], [-0.027, -0.061, 0.065], [-0.005, -0.056, 0.008], [0.041, -0.020, 0.009], [0.005, 0.037, -0.022], [-0.042, 0.042, 0.011], [-0.054, 0.045, -0.022], [0.001, 0.008, -0.005], [0.040, -0.020, 0.013], [-0.070, 0.020, 0.002], [0.146, -0.068, -0.002], [-0.182, 0.227, -0.087], [0.115, -0.241, 0.179], [-0.016, 0.043, -0.163], [0.086, -0.003, 0.069], [-0.052, 0.029, -0.003], [0.000, -0.007, 0.013], [0.056, -0.049, -0.013], [0.050, -0.013, 0.010], [0.005, -0.021, 0.033], [-0.035, 0.029, 0.002], [-0.019, 0.014, -0.047], [-0.009, 0.048, -0.066], [-0.034, -0.005, 0.015], [0.014, -0.008, 0.031]]
}



No. 4
{
  "formula": "C39H64FN8O4S",
  "method": "ωB97M-V with the def2-TZVPD basis set",
  "gap_ha": 0.316,
  "total_energy_ev": -75137.4880,
  "total_charge": 1,
  "homo_energy_ev": -13.00,
  "elements": ["C", "C", "C", "C", "C", "N", "C", "C", "S", "O", "O", "F", "C", "C", "C", "C", "O", "O", "H", "H", "H", "H", "H", "H", "H", "H", "H", "H", "H", "H", "H", "H", "H", "C", "C", "C", "C", "N", "H", "H", "H", "H", "H", "H", "H", "C", "C", "C", "C", "N", "H", "H", "H", "H", "H", "H", "H", "C", "C", "C", "C", "N", "H", "H", "H", "H", "H", "H", "H", "C", "C", "C", "C", "N", "H", "H", "H", "H", "H", "H", "H", "C", "C", "C", "C", "N", "H", "H", "H", "H", "H", "H", "H", "C", "C", "C", "C", "N", "H", "H", "H", "H", "H", "H", "H", "C", "C", "C", "C", "N", "H", "H", "H", "H", "H", "H", "H"],
  "positions_angstrom": [[5.105, -2.105, -0.649], [5.219, -0.998, -1.693], [4.441, -1.269, -3.013], [3.351, -2.362, -2.907], [2.301, -2.056, -1.894], [1.944, -0.775, -1.713], [1.046, -0.371, -0.797], [0.451, -1.313, -0.006], [-0.678, -0.722, 1.211], [-0.839, 0.662, 0.961], [-1.759, -1.618, 1.367], [0.203, -0.857, 2.482], [0.742, -2.663, -0.174], [1.668, -3.044, -1.126], [1.968, -4.504, -1.310], [3.126, -4.980, -0.438], [4.121, -5.438, -0.898], [2.956, -4.796, 0.908], [5.189, -3.094, -1.085], [4.140, -1.959, -0.170], [5.848, -1.961, 0.129], [6.265, -0.878, -1.973], [4.928, -0.042, -1.250], [5.145, -1.631, -3.751], [4.067, -0.321, -3.412], [3.812, -3.325, -2.727], [2.856, -2.448, -3.878], [2.408, -0.089, -2.301], [0.835, 0.684, -0.706], [0.251, -3.398, 0.449], [2.252, -4.739, -2.331], [1.094, -5.107, -1.065], [2.267, -5.394, 1.226], [-1.772, 3.413, 0.846], [-1.851, 4.922, 0.674], [-1.353, 5.343, -0.714], [0.027, 4.889, -0.913], [1.091, 4.476, -1.048], [-0.728, 3.111, 0.763], [-2.135, 3.082, 1.818], [-2.345, 2.883, 0.082], [-1.247, 5.405, 1.445], [-2.874, 5.276, 0.801], [-1.401, 6.421, -0.837], [-1.972, 4.896, -1.492], [2.570, -5.382, -7.481], [1.992, -3.973, -7.533], [3.072, -2.887, -7.629], [3.966, -2.920, -6.470], [4.670, -2.972, -5.564], [3.191, -5.528, -6.595], [1.771, -6.122, -7.447], [3.181, -5.588, -8.360], [1.378, -3.795, -6.646], [1.335, -3.878, -8.398], [2.621, -1.896, -7.683], [3.676, -3.027, -8.527], [3.909, 1.922, 3.694], [3.908, 2.163, 2.190], [2.874, 1.304, 1.447], [3.134, -0.131, 1.628], [3.345, -1.243, 1.837], [4.185, 0.896, 3.937], [4.630, 2.573, 4.185], [2.927, 2.122, 4.127], [4.902, 1.962, 1.785], [3.685, 3.210, 1.985], [2.902, 1.531, 0.380], [1.868, 1.519, 1.815], [-6.160, 6.662, 0.367], [-6.151, 8.175, 0.170], [-5.626, 8.586, -1.211], [-4.245, 8.144, -1.407], [-3.163, 7.794, -1.560], [-5.153, 6.247, 0.312], [-6.567, 6.406, 1.345], [-6.768, 6.171, -0.386], [-5.541, 8.649, 0.942], [-7.164, 8.563, 0.284], [-5.652, 9.670, -1.328], [-6.241, 8.149, -1.999], [0.075, -4.216, 4.127], [-1.389, -3.799, 4.018], [-2.239, -4.340, 5.172], [-2.217, -5.803, 5.189], [-2.173, -6.950, 5.200], [0.182, -5.301, 4.084], [0.660, -3.792, 3.306], [0.513, -3.867, 5.061], [-1.804, -4.151, 3.072], [-1.460, -2.709, 4.011], [-3.274, -4.012, 5.074], [-1.864, -3.976, 6.130], [3.824, -3.851, 6.546], [3.191, -2.929, 5.510], [4.134, -1.841, 4.992], [4.591, -0.949, 6.058], [4.946, -0.242, 6.889], [4.114, -3.300, 7.442], [3.121, -4.626, 6.851], [4.713, -4.341, 6.145], [2.303, -2.459, 5.939], [2.863, -3.514, 4.649], [3.610, -1.251, 4.245], [5.008, -2.290, 4.516], [-9.590, 4.419, -3.198], [-9.177, 2.953, -3.143], [-9.008, 2.435, -1.709], [-7.972, 3.179, -0.992], [-7.169, 3.784, -0.437], [-8.828, 5.062, -2.755], [-9.730, 4.738, -4.230], [-10.527, 4.584, -2.665], [-8.242, 2.815, -3.689], [-9.931, 2.342, -3.642], [-8.731, 1.381, -1.711], [-9.943, 2.533, -1.155]],
  "forces_ev_per_a": [[-0.262, 0.767, -0.191], [0.264, -0.205, -0.415], [0.222, -0.131, 0.628], [0.090, 0.958, -0.327], [0.135, -0.724, 0.113], [-0.081, -0.149, 0.104], [0.025, 0.006, -0.021], [0.004, 0.113, 0.119], [-0.219, 0.160, -0.343], [-0.045, 0.002, 0.202], [0.036, -0.204, -0.015], [0.142, -0.069, 0.130], [0.168, 0.273, -0.065], [-0.362, -0.106, 0.126], [0.290, -0.112, -0.110], [0.071, -0.101, 0.099], [0.174, 0.130, -0.040], [-0.057, -0.159, -0.186], [0.177, -0.112, 0.109], [0.007, -0.601, 0.204], [0.072, -0.173, 0.052], [0.049, 0.133, -0.007], [-0.099, 0.016, 0.060], [-0.056, -0.051, -0.173], [-0.186, -0.073, -0.144], [-0.034, -0.069, 0.169], [-0.034, -0.043, -0.059], [0.013, 0.089, 0.083], [0.007, 0.089, -0.106], [-0.060, -0.062, 0.019], [-0.105, 0.022, -0.107], [-0.139, 0.079, 0.045], [-0.085, 0.114, 0.181], [0.084, 0.128, 0.115], [-0.141, -0.170, 0.043], [0.191, 0.037, 0.259], [-0.085, -0.044, -0.138], [0.063, -0.114, 0.032], [-0.039, -0.138, -0.001], [-0.024, 0.065, 0.009], [-0.004, 0.036, -0.026], [-0.001, 0.074, -0.042], [0.009, 0.041, -0.085], [0.009, 0.024, -0.103], [-0.005, 0.045, -0.043], [-0.036, 0.020, 0.029], [0.021, -0.182, 0.019], [-0.132, -0.061, 0.051], [0.130, -0.002, -0.144], [-0.111, -0.090, -0.121], [0.034, 0.022, -0.019], [0.003, -0.006, -0.023], [0.008, -0.007, -0.001], [-0.012, 0.056, -0.021], [0.010, 0.081, -0.005], [0.040, 0.024, -0.033], [0.030, 0.013, 0.002], [-0.027, 0.006, -0.061], [0.090, 0.021, 0.201], [0.193, 0.009, -0.015], [-0.010, 0.085, 0.262], [-0.239, 0.201, -0.155], [0.005, 0.004, -0.003], [-0.006, 0.004, 0.021], [-0.001, -0.002, 0.013], [-0.024, -0.003, -0.060], [-0.050, -0.028, -0.097], [-0.035, 0.048, -0.010], [-0.026, -0.022, -0.023], [0.049, 0.322, 0.091], [0.013, -0.176, 0.133], [-0.023, 0.034, 0.189], [-0.042, 0.038, -0.148], [-0.014, 0.024, 0.037], [-0.005, -0.021, -0.051], [-0.024, -0.041, -0.020], [-0.025, -0.054, -0.045], [-0.002, 0.051, -0.031], [0.016, 0.064, -0.061], [0.002, 0.003, -0.047], [0.022, -0.008, -0.026], [-0.100, -0.009, -0.140], [0.176, 0.017, -0.044], [0.020, -0.006, -0.179], [-0.043, 0.040, 0.178], [0.020, -0.062, -0.085], [-0.022, -0.009, 0.060], [0.033, 0.056, 0.041], [0.023, -0.011, 0.007], [-0.060, 0.029, 0.019], [-0.075, -0.028, 0.039], [-0.010, 0.005, 0.038], [-0.008, -0.015, 0.021], [-0.016, 0.027, -0.017], [0.031, -0.169, 0.149], [-0.144, -0.126, 0.198], [0.048, -0.008, -0.091], [-0.020, 0.046, 0.049], [0.035, 0.023, -0.020], [0.011, -0.013, -0.008], [0.009, 0.000, 0.009], [-0.005, 0.047, -0.047], [0.003, 0.033, -0.035], [0.113, 0.060, -0.061], [0.012, 0.036, -0.034], [0.019, -0.017, -0.024], [-0.043, 0.144, -0.068], [0.056, 0.017, -0.157], [-0.088, -0.012, 0.087], [0.047, -0.181, -0.043], [-0.007, -0.014, 0.037], [-0.019, 0.001, 0.001], [0.000, 0.008, 0.005], [0.007, -0.051, 0.019], [0.016, -0.059, 0.045], [-0.022, -0.014, 0.040], [0.003, -0.003, 0.028]]
}